No. 1
{
  "formula": "C17H26O10P2Si",
  "method": "ωB97M-V with the def2-TZVPD basis set",
  "symbols": ["C", "O", "H", "H", "C", "C", "H", "O", "H", "C", "C", "C", "H", "H", "H", "H", "O", "C", "P", "H", "C", "H", "H", "H", "C", "H", "H", "C", "C", "O", "P", "C", "H", "H", "H", "C", "O", "H", "H", "O", "C", "H", "H", "H", "H", "O", "C", "C", "C", "Si", "H", "H", "O", "H", "O", "O"],
  "xyz": [[1.971, -3.813, 0.564], [-3.751, -2.519, -2.185], [0.173, -1.712, -2.883], [-2.981, 4.978, 2.560], [4.100, -5.702, 0.459], [3.338, -3.525, 1.139], [2.162, -0.410, -0.611], [3.452, -2.325, 1.688], [-0.082, -1.717, -1.131], [4.336, -4.419, 1.090], [1.738, -5.089, -0.080], [0.853, 3.158, 2.398], [0.588, 5.436, 5.036], [-4.887, -2.438, -0.045], [-2.828, 2.240, 0.052], [-0.127, 0.920, -4.391], [4.931, -6.587, 0.365], [1.850, 0.589, -0.914], [-4.734, -1.808, -1.309], [-3.857, 2.763, -1.286], [2.737, -5.981, -0.132], [-0.713, 2.681, 0.958], [3.501, -7.606, -0.581], [5.317, -4.223, 1.501], [-1.347, 4.122, 2.401], [-3.968, 0.339, -2.456], [-1.405, -1.318, -2.231], [1.214, 3.990, 3.604], [-0.989, 4.957, 3.607], [1.710, 2.419, 1.950], [-3.953, 0.331, -1.028], [-0.332, -1.201, -2.060], [-2.932, -0.282, -0.248], [1.546, 0.499, -4.094], [-2.092, 1.540, -2.818], [-3.126, 2.009, -0.975], [2.630, -7.176, -0.694], [-1.752, 3.142, -2.176], [0.978, 2.163, -3.805], [1.134, -2.935, 0.676], [0.342, 4.835, 4.171], [2.583, -1.889, 1.580], [0.760, -5.280, -0.500], [-5.117, 0.763, -0.335], [2.662, 1.091, -1.444], [2.452, 3.803, 4.038], [-1.906, 2.098, -1.888], [-0.477, 3.276, 1.832], [0.719, 1.107, -3.722], [0.309, 0.553, -1.981], [2.853, 3.145, 3.438], [1.639, 1.181, -0.022], [-0.738, 1.629, -1.231], [-6.048, -1.810, -1.853], [-1.853, 5.698, 4.039], [-2.587, 4.309, 1.965]],
  "lowdin_charge": [-0.307, -0.559, 0.041, 0.118, -0.313, -0.233, 0.016, 0.115, 0.013, 0.073, 0.077, -0.296, 0.136, -0.041, 0.059, 0.030, 0.104, -0.132, 0.451, 0.080, -0.234, 0.110, 0.120, 0.135, -0.229, 0.005, 0.000, -0.233, -0.311, 0.101, 0.635, -0.145, 0.007, 0.035, 0.091, -0.392, 0.118, 0.118, 0.034, 0.090, 0.074, 0.114, 0.138, -0.015, 0.035, 0.118, -0.332, 0.084, -0.167, 0.423, 0.120, 0.002, -0.249, -0.044, 0.104, 0.106],
  "total_charge": 0,
  "largest_force_ev_per_a": 0.61,
  "energy_ha": -2387.9529,
  "orbital_gap_ev": 6.66,
  "smiles": "C[Si](C)(C)OCC[PH3][PH2]=O.O=C1C=C(O)C(=O)C=C1O.O=C1C=C(O)C(=O)C=C1O"
}


No. 2
{
  "formula": "C17H26O9",
  "method": "ωB97M-V with the def2-TZVPD basis set",
  "symbols": ["H", "H", "H", "C", "C", "H", "H", "O", "H", "H", "C", "C", "O", "H", "C", "H", "O", "C", "C", "O", "H", "C", "C", "C", "H", "H", "H", "C", "H", "C", "H", "H", "H", "H", "H", "H", "O", "C", "H", "O", "C", "O", "H", "H", "O", "O", "C", "H", "H", "C", "H", "C"],
  "xyz": [[-2.267, 0.219, 5.659], [-3.250, -2.069, 6.025], [-3.726, 0.013, 4.695], [0.492, 0.538, -1.904], [0.981, -0.604, 2.964], [5.473, 1.362, -3.288], [0.676, -1.271, -2.965], [-5.297, -2.081, 4.559], [-1.330, 0.800, -0.878], [-8.908, -2.369, 5.316], [-0.775, 0.514, 1.521], [4.414, 1.090, -6.512], [4.172, 1.962, -5.534], [0.058, 0.951, -2.830], [5.367, 0.927, -8.623], [3.186, 2.252, -3.786], [4.181, -0.092, -6.490], [-0.319, 1.200, -0.766], [0.130, 0.814, 0.625], [4.974, 1.755, -7.529], [5.030, -0.174, -4.018], [3.594, 1.409, -4.340], [-3.339, 0.072, 5.711], [-0.356, 0.086, 2.886], [-3.796, 0.947, 6.181], [-7.959, -1.442, 4.142], [4.197, 0.367, -2.556], [-3.667, -1.179, 6.497], [5.677, 1.587, -9.430], [-7.916, -2.229, 4.894], [1.953, 1.809, -1.837], [-1.831, 0.556, 1.289], [-3.237, -1.109, 7.495], [4.538, 0.312, -8.969], [-7.589, -3.165, 4.445], [1.147, -1.348, 3.733], [1.867, 0.848, -1.892], [0.296, -0.965, -1.985], [6.209, 0.299, -8.335], [2.399, 1.493, 0.717], [4.632, 0.697, -3.497], [-5.084, -1.334, 6.687], [2.873, -0.762, 2.048], [2.761, 0.754, -4.592], [-7.055, -1.840, 5.964], [-1.005, 0.226, 3.864], [1.895, -0.308, 2.087], [-0.754, -1.248, -1.974], [-0.402, 2.279, -0.927], [1.562, 0.750, 1.073], [0.888, -1.517, -1.252], [-5.760, -1.784, 5.631]],
  "lowdin_charge": [0.052, 0.124, 0.073, -0.436, 0.014, 0.084, 0.084, 0.118, 0.118, 0.092, 0.059, -0.606, 0.040, 0.141, -0.044, 0.112, 0.122, -0.079, -0.127, 0.003, 0.077, -0.217, -0.072, -0.366, 0.085, 0.098, 0.066, -0.204, 0.092, -0.046, 0.100, 0.134, 0.122, 0.095, 0.094, 0.123, -0.048, -0.030, 0.098, 0.152, -0.059, 0.037, 0.125, 0.120, 0.002, 0.119, 0.020, 0.086, 0.131, -0.355, 0.087, -0.607],
  "total_charge": 0,
  "largest_force_ev_per_a": 3.18,
  "energy_ha": -1340.5005,
  "relative_energy_ev": 0.000,
  "orbital_gap_ev": 9.17,
  "smiles": "C[C@H](O)CC1=CC(=O)C=CC1=O.CCOC(=O)OC.CCOC(=O)OC"
}


No. 3
{
  "formula": "C17H27BF4N8O3Pd",
  "method": "ωB97M-V with the def2-TZVPD basis set",
  "symbols": ["N", "N", "H", "H", "C", "C", "H", "H", "N", "H", "H", "N", "H", "H", "H", "F", "H", "H", "H", "H", "O", "C", "H", "C", "C", "N", "O", "H", "C", "C", "C", "F", "H", "C", "O", "H", "H", "H", "H", "C", "H", "C", "C", "N", "N", "B", "C", "C", "H", "H", "Pd", "C", "H", "N", "H", "C", "H", "F", "F", "H", "C"],
  "xyz": [[1.404, -0.400, 0.965], [-1.051, -3.497, -2.619], [1.008, 3.354, -3.985], [1.700, -0.862, -3.093], [0.251, 2.572, -4.032], [0.776, 1.711, -1.908], [3.014, -2.054, -2.970], [-1.439, -4.183, -4.566], [-0.584, -1.266, -2.073], [-2.563, -2.834, -1.316], [0.237, -4.369, -4.028], [-0.489, 1.830, 0.946], [-1.019, -5.448, -3.399], [1.844, 3.378, -1.085], [-4.074, 6.455, -0.537], [-2.022, -1.202, 0.726], [2.281, -3.899, -1.104], [0.851, -4.722, -1.741], [-1.472, 2.770, -0.581], [-0.298, 2.770, 4.147], [-2.549, 6.054, 1.196], [-1.251, 2.815, 0.479], [-3.522, 3.570, -0.496], [-1.734, 3.831, 1.280], [-2.612, 4.922, 0.755], [2.129, -2.515, 1.957], [-3.963, 5.366, -2.315], [0.431, 0.986, 2.569], [-0.174, 1.818, 2.238], [2.041, 2.389, -1.520], [1.771, -1.449, 1.374], [-3.364, 0.614, 1.291], [2.289, -4.508, -2.761], [2.103, -1.682, -2.504], [-0.158, 2.200, -2.708], [-0.635, 2.948, -4.531], [-1.721, 4.648, 3.254], [-5.352, 5.240, -0.788], [-3.013, -2.782, -3.036], [3.165, -3.216, 1.516], [-2.899, -4.330, -2.187], [-0.800, -4.426, -3.712], [-1.371, 3.843, 2.620], [-3.482, 4.539, -0.221], [4.040, -3.884, 1.153], [-3.030, -0.279, 0.293], [-0.585, 2.816, 3.105], [1.666, -4.048, -1.991], [2.565, 1.793, -0.770], [2.369, -1.295, -1.513], [-0.086, 0.038, -0.436], [-4.295, 5.471, -0.938], [0.644, 1.702, -4.561], [1.138, -2.768, -2.448], [-1.563, -1.118, -2.269], [-2.455, -3.338, -2.273], [-4.464, 6.029, -2.801], [-4.111, -0.956, -0.237], [-2.389, 0.496, -0.809], [2.716, 2.516, -2.375], [-0.183, -2.477, -2.364]],
  "mulliken_spin": [0.090, 0.012, 0.010, -0.017, 0.083, 1.426, 0.005, 0.000, 0.101, -0.001, 0.000, 0.089, 0.001, 0.050, 0.000, 0.021, 0.000, 0.000, -0.003, 0.001, 0.001, 0.001, 0.000, 0.011, 0.002, 0.058, 0.000, 0.003, -0.008, 0.076, 0.048, 0.000, 0.001, 0.039, 0.145, -0.008, 0.000, 0.000, -0.001, -0.010, 0.000, -0.001, -0.005, 0.000, 0.026, 0.012, 0.005, 0.000, -0.006, -0.009, 1.676, 0.000, -0.014, 0.001, 0.002, 0.003, 0.000, 0.001, 0.027, 0.051, 0.008],
  "spin_multiplicity": 5,
  "total_charge": 0,
  "largest_force_ev_per_a": 0.67,
  "energy_ha": -1879.9941,
  "relative_energy_ev": 0.337,
  "s_squared": 6.0111,
  "orbital_gap_ev": [8.08, 6.19]
}